No. 1
78
Properties=species:S:1:pos:R:3:forces:R:3 method="wB97M-V/def2-TZVPD" e_homo_ha="-0.2088 / -0.2570" e_lumo_ev="-0.06 / -0.08" charge=0 homo_lumo_gap_ev="5.6 / 6.9" spin_multiplicity=2
H -3.867387 1.356123 -3.109251 0.0 0.0 0.0
H -5.314556 6.380898 -1.085101 0.0 0.0 0.0
F 2.773041 -0.722678 4.926514 0.0 0.0 0.0
C 1.615110 5.965386 0.534720 0.0 0.0 0.0
C -0.598052 1.588488 0.180755 -0.4 -0.1 -0.6
C -3.910351 3.178730 0.533718 0.0 0.0 0.0
C -3.787232 -2.157251 -3.626062 0.0 0.0 0.0
C -0.730813 5.290147 -4.668802 0.0 0.0 0.0
H -4.135415 -2.998110 -4.220999 0.0 0.0 0.0
C -1.075206 6.362071 1.058169 0.0 0.0 0.1
S 0.546211 2.866894 -3.139431 0.0 0.2 -0.1
C 4.023477 0.154437 -1.416885 0.0 0.0 0.0
C -3.019849 4.194593 0.158142 0.0 0.0 -0.1
C 0.714288 4.939711 0.316799 0.0 0.0 -0.1
C 1.181396 7.198670 1.007304 0.0 0.0 0.0
H -0.516517 8.333660 1.666922 0.0 0.0 0.0
C -1.983592 -1.591069 -2.083343 0.2 -0.3 -0.1
F 5.215641 0.428451 1.132815 0.0 0.0 0.0
C 3.856042 0.127132 -2.786705 0.0 -0.1 0.0
H 1.049849 3.983746 -0.062223 0.0 0.0 0.0
H -2.410522 -4.356201 -3.940535 0.0 0.0 0.0
H -0.303543 -5.007208 -2.787193 0.0 0.0 0.0
N -1.540186 4.181157 -4.211397 0.0 0.0 0.0
H -2.890308 6.115120 -0.801604 0.0 0.0 0.0
C 1.669372 -0.702953 2.858098 0.0 0.0 -0.1
N -2.534684 -2.528378 -2.980693 0.0 0.0 0.1
C -0.249773 -3.115944 -1.665042 0.1 -0.2 0.2
H -1.076065 6.224364 -4.222957 0.0 0.0 0.0
C -1.928727 -3.711771 -3.217399 0.0 0.0 -0.1
H 4.915248 -0.001576 3.637771 0.0 0.0 0.0
H -6.864811 4.601062 -0.327601 0.0 0.0 0.0
H -3.639944 -1.286176 -4.262129 0.0 0.0 0.0
H 0.764871 -0.981687 3.379266 0.0 0.0 0.0
C -0.168171 7.385870 1.275258 0.0 0.0 0.0
N 0.858593 -3.407298 -0.970570 0.1 0.1 -0.2
C -3.558073 5.342806 -0.442374 0.0 0.0 0.0
C 2.817101 -0.523153 3.595530 0.0 0.0 0.0
H 1.413088 -4.211609 -1.199024 0.0 0.0 0.0
H 0.295691 5.108969 -4.362438 0.0 0.0 0.0
H 2.421658 -0.072528 -4.388647 0.0 0.1 0.0
C 4.026795 -0.145378 3.041811 0.0 0.0 0.0
H -3.521667 2.097979 -4.681181 0.0 0.0 0.0
H 5.004991 0.254496 -0.986121 0.0 0.0 0.0
H -1.667707 1.435147 -2.624077 -0.1 0.0 0.1
H -3.886658 3.106049 -3.255901 0.0 0.0 0.1
H 0.503869 -0.193881 -2.822114 0.0 0.1 0.0
C -4.925482 5.484065 -0.618263 0.0 0.0 0.0
H 1.888939 7.999949 1.177973 0.0 0.0 0.0
C 1.705619 -0.523474 1.475006 0.1 -0.3 0.1
H -2.535588 4.252303 -4.339583 0.0 0.0 0.0
H -5.942396 2.532647 0.679525 0.0 0.0 0.0
C 1.516251 -0.105938 -2.461340 0.2 -0.1 0.4
H 1.236831 -2.681232 -0.370405 -0.1 0.0 0.1
C -5.796032 4.483669 -0.203397 0.0 0.0 0.0
H -3.504296 2.270322 0.961770 0.0 0.0 0.0
H -4.528223 -1.902941 -2.871548 0.0 0.0 0.0
C 2.589102 -0.032134 -3.322746 -0.1 0.0 0.0
C -3.384215 2.196867 -3.598695 0.0 0.0 0.1
N -0.830232 -1.950672 -1.432268 -0.3 0.3 -0.1
C 4.043027 0.038512 1.680557 0.0 0.0 0.0
C -1.080320 2.708487 0.290596 0.1 0.0 0.0
Pt 0.098639 -0.378311 0.207608 0.3 0.0 0.4
C -1.139619 -0.769595 1.489335 0.2 0.3 0.2
H -0.771143 5.376275 -5.756403 0.0 0.0 0.0
C -5.275831 3.326709 0.365642 0.0 0.0 0.0
H 4.718485 0.211405 -3.434932 0.0 0.0 0.0
H -2.113894 6.511558 1.320326 0.0 0.0 0.0
C -1.580102 4.009502 0.338315 0.0 0.1 0.0
C -0.783060 -4.060507 -2.597442 0.0 0.1 0.0
S -2.131391 -0.946457 2.640429 -0.2 -0.2 0.0
C 2.926884 -0.144490 0.867816 0.0 0.0 -0.1
C 2.914521 0.002442 -0.587845 -0.1 -0.1 0.1
C -1.071086 3.104938 -3.548534 0.0 -0.1 0.0
C -0.656804 5.119829 0.556826 0.0 -0.1 0.0
H 2.667315 5.801490 0.337540 0.0 0.0 0.0
O -2.541900 -0.523031 -1.941115 -0.1 0.1 0.0
N 1.674749 -0.107599 -1.124661 0.1 0.1 -0.5
N -1.985502 2.169115 -3.239606 0.0 -0.1 0.1



No. 2
7
Properties=species:S:1:pos:R:3:forces:R:3 method="wB97M-V/def2-TZVPD" e_homo_ha=-0.3645 smiles=PC(Br)Br e_lumo_ev=-1.27 charge=0 homo_lumo_gap_ev=8.6 spin_multiplicity=1
P 0.144859 1.016692 0.227019 0.1 1.0 0.7
H 1.485737 0.604972 0.276248 0.3 -0.3 -0.6
H 0.195745 -0.664983 -1.490585 -0.8 0.3 -1.0
C -0.576651 -0.160063 -0.914672 -1.8 -2.5 0.4
H -0.062242 0.251226 1.350181 -0.5 -0.1 0.9
Br -1.361185 -2.212519 -0.059323 1.1 2.0 -0.5
Br -2.303262 0.510742 -1.635109 1.7 -0.4 0.1